--- P ---
Here is a cluster of 20 separate species, H39O20 in total from the Open Molecules 2025 dataset. Energies are from the ωB97M-V functional and the def2-TZVPD basis.

**Charge**: 0
**HOMO level (alpha / beta)**: -10.54 / -10.54 eV
**Orbital gap (alpha / beta)**: 9.437 / 3.960 eV
**2S+1**: 2
**Lowest unoccupied orbital energy (alpha / beta)**: -1.1 / -6.6 eV

Last column: natural (NBO) charge in e.
Element x y z (Å)
1 H 1.8557 -3.7910 -2.4996  0.488
2 H 1.8834 2.0175 0.8234  0.470
3 H 5.1503 2.8941 0.2079  0.462
4 H 5.0150 0.2551 0.0105  0.454
5 H 0.0540 3.2979 0.8647  0.475
6 O 0.2695 4.1212 0.6393  -0.976
7 O -1.9542 -1.5761 -2.1118  -0.812
8 H -2.5968 -2.3036 -2.1267  0.487
9 H -3.6038 0.2105 0.0666  0.458
10 H 5.7972 -0.3931 -1.0198  0.464
11 H 0.4102 -3.3477 -2.6488  0.444
12 H 1.2003 -0.3403 2.3203  0.478
13 H -2.0233 1.6894 0.6613  0.471
14 O -0.8072 0.2071 -3.9437  -0.972
15 H -0.1807 3.1311 -1.2810  0.471
16 H 1.3354 -3.6116 0.2185  0.483
17 H 0.1900 0.1337 5.1944  0.470
18 H -1.9842 -1.3956 -1.0823  0.441
19 H 0.3693 4.8314 1.2474  0.503
20 H 0.8817 0.9292 0.3632  0.474
21 O -3.5563 0.7673 3.1406  -0.958
22 O 5.7731 0.1789 -0.3211  -0.919
23 O -3.5781 -2.3947 2.0492  -0.892
24 H -3.4006 -1.8178 2.8226  0.494
25 H -1.5529 0.1482 0.6750  0.479
26 H 4.9770 2.6468 -1.2600  0.475
27 O -4.5416 0.6089 0.1540  -0.941
28 H 2.9603 -0.1320 2.0974  0.521
29 O 0.9740 -4.0728 -2.8908  -0.974
30 H 1.9803 -2.6866 1.1904  0.510
31 H 2.9467 -2.7785 -1.3097  0.503
32 O -1.8545 -1.3700 0.3508  -0.625
33 O -0.8627 3.0517 -1.8563  -0.937
34 H -0.8903 -0.6203 -3.3769  0.485
35 H -4.3826 3.2875 0.6241  0.486
36 O 3.2548 -2.8429 -2.2815  -0.952
37 O 2.0972 -0.2312 2.6915  -0.999
38 H -2.8646 0.7639 2.3243  0.455
39 O 4.4472 2.3290 -0.3982  -0.935
40 H 0.4773 -4.1525 2.9654  0.516
41 H -2.9335 -2.0712 1.3178  0.444
42 H -3.7207 1.7648 3.2507  0.491
43 H -0.3628 -3.0273 2.1414  0.458
44 H -5.1393 -0.0073 0.4427  0.483
45 O 1.5963 1.1184 -5.3665  -0.942
46 O -0.5692 0.4536 4.6217  -0.913
47 H -0.4295 -0.1485 3.9438  0.444
48 H -0.6272 0.9855 -3.2603  0.495
49 O 0.4236 -3.3104 2.3882  -0.968
50 O 1.8357 1.1944 0.4828  -0.948
51 H -1.4545 -2.2259 0.3635  0.482
52 O -3.7401 3.6318 1.2114  -0.917
53 O 2.0459 -2.8950 0.2485  -0.979
54 O -1.2909 1.0416 0.8445  -0.967
55 H 1.3492 0.3084 -5.9208  0.461
56 H 1.1155 0.7833 -4.5918  0.474
57 H -2.9470 2.9841 1.2092  0.436
58 H -1.4371 3.6964 -1.6131  0.468
59 H 2.8820 -1.9937 -2.5762  0.472

--- Q ---
Here is a cluster of 20 separate species, H39O20 in total from the Open Molecules 2025 dataset. Energies are from the ωB97M-V functional and the def2-TZVPD basis.

**Charge**: 0
**HOMO level (alpha / beta)**: -10.72 / -10.72 eV
**Orbital gap (alpha / beta)**: 9.854 / 4.528 eV
**2S+1**: 2
**Lowest unoccupied orbital energy (alpha / beta)**: -0.9 / -6.2 eV

Last column: natural (NBO) charge in e.
Element x y z (Å)
1 H -2.2816 3.3193 1.5429  0.488
2 O 5.3849 -2.9920 -0.1346  -0.916
3 H -0.8662 2.3685 2.7516  0.497
4 H -3.2870 0.6689 2.6830  0.471
5 O -1.6617 0.2072 -2.1917  -0.878
6 O 0.6752 0.1682 2.3560  -0.939
7 H 1.4625 -0.3136 2.6963  0.481
8 O 4.1317 -0.3248 -1.0998  -1.009
9 O -3.6546 1.5410 2.8355  -0.990
10 O 0.6671 -4.2702 -1.4906  -0.949
11 H -2.7315 2.2102 -3.1339  0.474
12 H -2.1452 -4.8219 -0.4837  0.490
13 H -1.2246 5.4954 0.8784  0.484
14 O 2.2217 0.9747 0.2413  -0.739
15 H -2.2258 3.4194 -3.7287  0.460
16 H 1.2161 -3.5629 -1.1326  0.478
17 H 2.8171 -2.6158 3.5579  0.466
18 H 0.2525 5.1749 0.4635  0.465
19 H -4.5001 -2.8564 0.6329  0.497
20 O -2.1372 -4.2030 0.2670  -0.961
21 H 1.3358 1.4642 -0.2671  0.485
22 H -3.1537 3.3872 0.3051  0.467
23 O -3.1933 3.5329 1.2600  -0.973
24 O -3.0175 3.1283 -3.2553  -0.933
25 H 0.4580 -0.4951 1.6540  0.490
26 O -0.6004 2.7776 1.9080  -0.953
27 H 5.4140 -2.4531 -0.9413  0.452
28 O 3.2631 -2.8791 2.7467  -0.945
29 H 1.1146 -0.0602 -1.3857  0.480
30 H -0.7783 0.3799 -1.5894  0.434
31 O -4.1688 -2.7374 -2.6383  -0.957
32 O -0.4369 5.8430 0.4461  -0.948
33 H -1.7113 -0.9846 0.6599  0.466
34 H -0.6125 1.9110 1.4636  0.478
35 O 0.1496 1.1407 -0.8317  -0.800
36 H -1.1713 0.0282 -0.1850  0.472
37 O 3.6177 -1.0256 -3.6774  -0.968
38 H 5.0528 -0.1570 -1.3064  0.487
39 H 2.9598 2.9889 2.5951  0.475
40 H -3.9335 -2.0034 -2.0616  0.487
41 H -3.6805 -1.5576 1.2700  0.477
42 O -1.7095 -0.0139 0.6446  -0.955
43 H -1.5373 -3.4766 0.0916  0.472
44 H -0.4848 1.8745 -0.7364  0.518
45 O 1.4177 -0.9843 -1.5042  -0.996
46 H 5.0824 -2.1924 0.3448  0.463
47 H 2.3018 1.7977 3.2902  0.464
48 H 4.1960 -2.9327 2.9773  0.480
49 H 2.6892 -1.2118 -3.5489  0.488
50 H 1.8309 0.5632 1.0373  0.490
51 H -4.1065 2.0043 2.1241  0.512
52 H 0.9800 -5.0693 -1.0538  0.472
53 H -4.8885 -3.2433 -2.2450  0.470
54 O 3.0938 2.3336 3.2878  -0.935
55 O -4.2789 -1.9191 0.6077  -0.973
56 H -1.1732 -0.3866 -2.8040  0.487
57 H 2.3782 -1.0432 -1.5653  0.502
58 H 4.2181 -1.1398 -2.9529  0.478
59 H 3.6907 0.3815 -0.5987  0.518

Which structure loses on stability? P does.

--- P ---
Here is a cluster of 2 separate species, CH6N2O3S in total from the Open Molecules 2025 dataset. Energies are from the ωB97M-V functional and the def2-TZVPD basis.

**Charge**: 0
**HOMO level**: -9.38 eV
**Orbital gap**: 10.057 eV
**2S+1**: 1
**Lowest unoccupied orbital energy**: 0.7 eV

Last column: natural (NBO) charge in e.
Element x y z (Å)
1 C -1.8941 -0.7084 -0.5102  -0.848
2 O -0.3360 1.1606 -0.1752  -0.964
3 H -2.1570 -1.6861 -0.2610  0.218
4 S -0.3759 -0.2313 0.2972  1.522
5 H 1.9766 1.9806 -0.3683  0.412
6 H -1.0045 -0.6392 2.4970  0.492
7 H -2.1572 -0.5103 -1.5485  0.239
8 H -2.5308 0.0277 -0.0206  0.253
9 O 2.4876 -1.0629 -0.0032  -0.449
10 O -1.3214 -0.2648 1.7257  -0.917
11 H 2.8244 0.8836 -1.4379  0.378
12 N 2.0803 0.0699 0.3075  0.199
13 N 2.4081 0.9804 -0.5025  -0.535

--- Q ---
Here is a cluster of 2 separate species, CH6N2O3S in total from the Open Molecules 2025 dataset. Energies are from the ωB97M-V functional and the def2-TZVPD basis.

**Charge**: 0
**HOMO level (alpha / beta)**: -8.30 / -8.87 eV
**Orbital gap (alpha / beta)**: 8.388 / 9.117 eV
**2S+1**: 1
**Lowest unoccupied orbital energy (alpha / beta)**: 0.1 / 0.2 eV

Last column: natural (NBO) charge in e.
Element x y z (Å)
1 S -2.1898 1.6643 -0.4013  1.648
2 H -1.3417 -0.2995 0.0215  0.513
3 H -4.3505 1.2116 -1.2458  0.389
4 H 2.9493 -0.7795 1.6642  0.175
5 H -3.1835 1.3588 -2.4055  0.395
6 O -1.8915 0.3429 0.4859  -0.910
7 H 1.1405 -0.3052 1.4061  0.169
8 C 2.0176 -0.7980 1.0992  0.030
9 O 1.9325 -1.5484 0.1079  -0.177
10 H 0.8771 -2.3781 -1.2404  0.309
11 N 0.7410 -1.7288 -0.4269  -0.498
12 O -1.0716 1.9041 -1.2736  -0.962
13 N -3.3526 0.9684 -1.4232  -1.080

--- R ---
Here is the molecule CH6N2O3S from the Open Molecules 2025 dataset. Energies are from the ωB97M-V functional and the def2-TZVPD basis.

**Charge**: 0
**HOMO level**: -9.74 eV
**Orbital gap**: 10.204 eV
**2S+1**: 1
**Lowest unoccupied orbital energy**: 0.5 eV

Last column: natural (NBO) charge in e.
Element x y z (Å)
1 N -1.0779 1.6556 -0.0818  -0.807
2 C -0.6282 0.4836 0.4237  -0.065
3 H -0.7637 0.2964 1.4486  0.210
4 O 1.1757 -0.0874 -1.4181  -0.954
5 O 2.0995 0.8117 0.6863  -0.915
6 O 1.1714 -1.6315 0.4231  -0.902
7 H -0.9454 1.6987 -1.1844  0.404
8 H -0.6576 2.3866 0.4092  0.385
9 H 2.0698 -1.9656 0.5039  0.508
10 H -1.5014 -1.6678 0.3309  0.370
11 N -1.4118 -0.8920 -0.3945  -0.855
12 H -0.6615 -1.0678 -1.1259  0.374
13 S 1.1313 -0.0205 -0.0211  2.247

Which structure loses on stability? Q does.